{"formula": "C8H24BCaF5O4", "method": "ωB97M-V/def2-TZVPD", "symbols": ["Ca", "B", "F", "F", "F", "F", "F", "C", "C", "O", "H", "H", "H", "H", "H", "H", "C", "C", "O", "H", "H", "H", "H", "H", "H", "C", "C", "O", "H", "H", "H", "H", "H", "H", "C", "C", "O", "H", "H", "H", "H", "H", "H"], "coordinates": [[0.44964, 0.08909, -0.31143], [-1.25818, -0.44844, 2.01776], [-1.59971, 0.08034, 0.75925], [-1.43493, 0.55213, 2.97145], [-2.08479, -1.52908, 2.34327], [0.10959, -0.79431, 1.87850], [2.00566, 1.04568, -1.73340], [2.26965, -3.04945, 1.36785], [3.12013, -2.11581, 0.54511], [2.51508, -0.82208, 0.50283], [1.25264, -3.20696, 1.00608], [2.13542, -2.70565, 2.39360], [2.78835, -4.01136, 1.34665], [3.16503, -2.49167, -0.48098], [4.12618, -2.09217, 0.96104], [3.12600, -0.08256, 0.40221], [-1.67867, -3.24812, -1.78589], [-0.25039, -2.67099, -1.88672], [-0.20991, -1.28075, -2.14768], [-1.71501, -4.31443, -2.01626], [-2.39351, -2.75744, -2.44442], [-2.00323, -3.18335, -0.74443], [0.24038, -3.22849, -2.69443], [0.30259, -2.91748, -0.98043], [-0.41816, -1.13418, -3.07355], [0.69807, 3.90076, 2.35148], [1.11266, 3.09813, 1.10238], [1.01923, 1.69590, 1.39183], [0.75544, 4.97199, 2.16817], [1.28131, 3.55880, 3.20363], [-0.34981, 3.66104, 2.53707], [2.14313, 3.29952, 0.78990], [0.52387, 3.44526, 0.25471], [1.76003, 1.53267, 1.98317], [-3.08549, 2.29222, -1.00522], [-2.22391, 1.43348, -1.91893], [-0.82730, 1.59092, -1.67623], [-2.95153, 2.00124, 0.03480], [-4.13572, 2.12946, -1.26609], [-2.91575, 3.36586, -1.09397], [-2.38566, 1.67110, -2.98076], [-2.53004, 0.38693, -1.85027], [-0.44839, 2.28224, -2.22167]], "e_above_lowest_ev": 0.144, "gap_ev": 10.0, "multiplicity": 1}


{"formula": "C8H24CaFO4", "method": "ωB97M-V/def2-TZVPD", "symbols": ["Ca", "F", "C", "C", "O", "H", "H", "H", "H", "H", "H", "C", "C", "O", "H", "H", "H", "H", "H", "H", "C", "C", "O", "H", "H", "H", "H", "H", "H", "C", "C", "O", "H", "H", "H", "H", "H", "H"], "coordinates": [[-0.80488, -10.66781, 32.34342], [0.76665, -7.97576, 33.24297], [6.95841, -7.39109, 35.11807], [5.50405, -7.31630, 34.75677], [5.00810, -8.46905, 34.15428], [7.58867, -7.55397, 34.24381], [7.18699, -8.20879, 35.80162], [7.25143, -6.45721, 35.59777], [5.24102, -6.53263, 34.04629], [5.03782, -7.18528, 35.73328], [4.05878, -8.35236, 34.07203], [1.03544, -6.77994, 38.64473], [-0.29635, -6.17153, 39.06347], [-0.28478, -4.79036, 38.75736], [1.84105, -6.12322, 38.97305], [1.14508, -6.93195, 37.57096], [1.20575, -7.68640, 39.22563], [-0.40047, -6.25264, 40.14545], [-1.12726, -6.65256, 38.54742], [-0.19558, -4.74592, 37.80255], [5.06792, -5.36633, 28.81075], [3.82936, -6.15343, 29.27716], [3.19000, -5.44850, 30.28767], [5.58562, -4.96332, 29.68119], [4.80327, -4.51180, 28.18800], [5.77010, -5.95688, 28.22230], [4.08838, -7.12870, 29.68928], [3.18996, -6.27297, 28.40252], [2.72239, -6.01342, 30.90719], [-0.95442, -1.96787, 33.93523], [-0.56055, -3.36141, 33.46355], [-0.55551, -4.20324, 34.60227], [-0.34943, -1.55418, 34.74203], [-1.96815, -1.96603, 34.33578], [-0.87395, -1.30710, 33.07209], [0.43518, -3.24192, 33.03652], [-1.31181, -3.73585, 32.76822], [-0.20807, -5.04019, 34.28538]], "e_above_lowest_ev": 4.843, "gap_ev": 3.4, "multiplicity": 1, "total_charge": 1}


{"formula": "C8H24CdN2O4", "method": "ωB97M-V/def2-TZVPD", "symbols": ["Cd", "O", "H", "O", "H", "C", "C", "C", "O", "C", "N", "H", "H", "H", "H", "H", "H", "H", "H", "H", "H", "H", "C", "C", "C", "O", "C", "N", "H", "H", "H", "H", "H", "H", "H", "H", "H", "H", "H"], "coordinates": [[0.34905, -0.00549, -0.97069], [-0.57456, 0.61817, -2.66629], [-0.16878, 0.44083, -3.50884], [2.31139, -0.32500, -1.44919], [3.10621, 0.13606, -1.68846], [-2.13099, -3.65254, -1.30345], [-1.64363, -2.20160, -1.34947], [-2.45020, -1.29633, -0.37793], [-1.74092, -0.12406, -0.06442], [-2.41206, 0.82973, 0.74524], [-0.20401, -2.14562, -1.00660], [-1.86685, -4.12904, -0.35794], [-1.67215, -4.22381, -2.10952], [-3.21690, -3.68396, -1.43138], [-1.78690, -1.81007, -2.35382], [-2.78235, -1.89555, 0.48291], [-3.36866, -1.00120, -0.90152], [-3.42150, 1.06040, 0.40337], [-1.82602, 1.74416, 0.65338], [-2.36608, 0.47867, 1.77917], [0.01750, -2.62455, -0.14182], [0.35192, -2.57153, -1.74143], [1.93274, 0.95469, 3.17257], [1.06299, 1.03544, 1.89109], [1.49606, 2.22711, 1.04633], [0.95408, 2.11765, -0.27440], [1.70712, 2.88128, -1.21493], [1.15439, -0.26870, 1.15504], [2.00570, -0.00389, 3.68090], [1.57220, 1.73670, 3.84874], [2.97870, 1.18767, 2.93669], [0.03867, 1.09519, 2.27030], [2.59038, 2.22038, 1.02115], [1.11392, 3.18063, 1.41742], [1.30464, 2.74394, -2.20986], [2.77352, 2.64376, -1.17948], [1.64525, 3.91876, -0.85983], [2.13617, -0.25338, 0.85535], [1.02998, -1.03490, 1.80161]], "e_above_lowest_ev": 0.189, "gap_ev": 7.8, "multiplicity": 1}


{"formula": "C8H24ClI2IrP2S", "method": "ωB97M-V/def2-TZVPD", "symbols": ["I", "I", "Ir", "P", "C", "C", "H", "H", "H", "H", "H", "H", "C", "H", "H", "H", "P", "C", "C", "H", "H", "H", "C", "H", "H", "H", "H", "H", "H", "Cl", "C", "S", "C", "H", "H", "H", "H", "H", "H"], "coordinates": [[-1.63299, 2.18464, 0.96301], [-1.93077, -2.10108, 0.90484], [1.40874, -0.09048, -2.40177], [-2.16904, -0.00532, -0.63999], [-3.31289, 0.07017, 0.77645], [-2.81831, 1.41793, -1.59277], [-3.90428, 1.21158, -1.69682], [-3.93267, -1.21810, -1.60488], [-2.27871, 1.40634, -2.53171], [-2.35436, -1.45004, -2.50694], [-3.03759, 1.05333, 1.35739], [-2.61466, 2.36394, -1.07368], [-2.89057, -1.42269, -1.55251], [-4.30620, -0.05615, 0.39551], [-2.66986, -2.39483, -1.00263], [-2.99467, -0.66152, 1.56282], [2.78918, 0.04481, -0.81460], [3.72913, 0.14960, 0.63270], [3.20472, -1.42641, -1.88318], [2.45309, 1.50021, -2.86588], [4.13573, 1.52396, -2.21327], [2.77618, 2.43244, -1.38130], [3.08557, 1.53646, -1.93902], [2.63218, -1.51372, -2.81412], [4.23078, -1.33433, -2.10295], [4.81465, 0.22426, 0.42677], [3.46944, -0.79545, 1.12675], [3.02116, -2.36297, -1.26707], [3.33685, 1.06078, 1.16597], [-0.44487, 0.14668, -3.70206], [-0.65504, 1.06543, 3.24042], [0.41007, 0.12810, 2.17522], [0.15464, -1.41033, 3.00532], [-0.50780, 2.05491, 2.79859], [0.03788, 0.96034, 4.09971], [-1.68301, 0.65923, 3.50762], [-0.90134, -1.57152, 3.09109], [0.75151, -2.01864, 2.34560], [0.59811, -1.36153, 4.01140]], "e_above_lowest_ev": 11.858, "gap_ev": [5.8, 5.6], "multiplicity": 5, "total_charge": 2}


{"formula": "C8H24ClI2OP2Tl", "method": "ωB97M-V/def2-TZVPD", "symbols": ["I", "I", "Tl", "P", "C", "C", "H", "H", "H", "H", "H", "H", "C", "H", "H", "H", "P", "C", "C", "H", "H", "H", "C", "H", "H", "H", "H", "H", "H", "Cl", "C", "C", "O", "H", "H", "H", "H", "H", "H"], "coordinates": [[-4.79967, 2.12820, -1.92723], [-3.84563, -2.61601, -0.56478], [-3.05532, 0.09015, -0.99149], [1.14242, -0.14479, -2.77190], [-0.42087, -0.88736, -3.21592], [1.58767, 1.23411, -3.80355], [1.95901, 0.85778, -4.77365], [2.74267, -1.78108, -3.38255], [2.37284, 1.82247, -3.30012], [3.25238, -0.84541, -1.91761], [-1.19711, -0.10445, -3.30056], [0.70160, 1.87961, -3.97236], [2.40817, -1.34748, -2.42227], [-0.29503, -1.38923, -4.19624], [2.01206, -2.14833, -1.76829], [-0.72903, -1.63023, -2.45850], [-0.65644, 1.74025, 1.93293], [-2.16947, 1.41692, 2.91856], [0.55295, 0.88146, 3.02706], [0.73124, 3.70279, 2.09921], [-0.34707, 3.58111, 3.53685], [-0.98952, 4.13788, 1.94720], [-0.28340, 3.45866, 2.44501], [1.56277, 1.07858, 2.64162], [0.46915, 1.26506, 4.05541], [-2.04077, 1.76184, 3.95316], [-2.36275, 0.33673, 2.89359], [0.36650, -0.20014, 3.00377], [-3.01117, 1.94256, 2.44730], [0.80618, 0.74249, -0.92608], [1.38792, -2.27112, 1.26196], [0.01604, -2.54681, 0.68101], [-0.95341, -1.66690, 1.27538], [1.77868, -1.31408, 0.88457], [2.10372, -3.04883, 0.97858], [1.34307, -2.22222, 2.35366], [0.01323, -2.38200, -0.41254], [-0.32275, -3.57675, 0.86793], [-1.83087, -1.93543, 0.90088]], "gap_ev": [3.7, 6.1], "multiplicity": 1, "total_charge": 2}


{"formula": "C8H24ClO8", "method": "ωB97M-V/def2-TZVPD", "symbols": ["Cl", "C", "C", "O", "O", "H", "H", "H", "H", "H", "H", "C", "C", "O", "O", "H", "H", "H", "H", "H", "H", "C", "C", "O", "O", "H", "H", "H", "H", "H", "H", "C", "C", "O", "O", "H", "H", "H", "H", "H", "H"], "coordinates": [[-24.08618, -17.71484, -13.36517], [-26.58456, -15.11438, -11.70341], [-25.79580, -13.96757, -12.49096], [-25.14012, -13.09014, -11.62793], [-27.11752, -16.00209, -12.67070], [-27.50858, -14.85193, -11.18825], [-25.96216, -15.70160, -11.02820], [-26.49798, -13.35167, -13.05285], [-25.02303, -14.23160, -13.21291], [-25.29819, -12.19329, -11.93171], [-26.40636, -16.55154, -13.00828], [-19.66920, -15.52759, -12.80714], [-20.75869, -15.64895, -13.83066], [-21.07750, -17.04058, -14.18025], [-20.05299, -15.77963, -11.43914], [-19.22271, -14.54131, -12.93369], [-18.82785, -16.16058, -13.08916], [-20.69470, -15.17230, -14.80882], [-21.54280, -15.14641, -13.26433], [-22.01656, -17.14775, -14.34840], [-20.06511, -14.96848, -10.92582], [-24.14584, -16.07148, -17.01181], [-24.38434, -15.12411, -18.23981], [-25.73075, -15.21714, -18.73408], [-24.48832, -15.52508, -15.77890], [-23.20650, -16.62325, -16.97583], [-24.67519, -17.01722, -17.12776], [-23.62444, -15.29009, -19.00342], [-24.21431, -14.13782, -17.80802], [-26.05232, -14.36699, -19.04303], [-24.48281, -16.19546, -15.09176], [-26.90941, -20.69885, -12.83106], [-26.72041, -19.94142, -11.49866], [-25.58881, -20.32487, -10.86980], [-25.71748, -20.56148, -13.57606], [-27.69725, -20.16103, -13.35846], [-27.22589, -21.73740, -12.92775], [-27.55944, -20.20092, -10.85306], [-26.62413, -18.86389, -11.63197], [-25.80840, -19.89229, -10.04139], [-25.76430, -19.67466, -13.94069]], "e_above_lowest_ev": 2.749, "gap_ev": 8.2, "multiplicity": 1, "total_charge": -1}


| no. | E (eV) |
| --- | --- |
| 1 | -49587.9941 |
| 2 | -38019.6633 |
| 3 | -24417.6618 |
| 4 | -69632.4923 |
| 5 | -62712.6829 |
| 6 | -37586.4327 |